{
  "formula": "C51H69F6O14P3",
  "method": "wB97M-V/def2-TZVPD",
  "species": ["C", "O", "P", "O", "O", "C", "O", "C", "H", "H", "H", "H", "H", "H", "H", "H", "H", "C", "O", "P", "O", "O", "C", "O", "C", "H", "H", "H", "H", "H", "H", "H", "H", "H", "C", "O", "P", "O", "O", "C", "O", "C", "H", "H", "H", "H", "H", "H", "H", "H", "H", "F", "C", "C", "C", "C", "C", "C", "H", "H", "H", "H", "H", "F", "C", "C", "C", "C", "C", "C", "H", "H", "H", "H", "H", "F", "C", "C", "C", "C", "C", "C", "H", "H", "H", "H", "H", "F", "C", "C", "C", "C", "C", "C", "H", "H", "H", "H", "H", "F", "C", "C", "C", "C", "C", "C", "H", "H", "H", "H", "H", "F", "C", "C", "C", "C", "C", "C", "H", "H", "H", "H", "H", "C", "C", "O", "C", "H", "H", "H", "H", "H", "H", "C", "C", "O", "C", "H", "H", "H", "H", "H", "H"],
  "xyz": [[-6.729, -0.547, 1.475], [-6.421, 0.748, 0.886], [-5.059, 1.223, 0.277], [-4.133, 0.168, -0.179], [-5.557, 2.140, -0.933], [-6.504, 3.248, -0.842], [-4.509, 2.236, 1.383], [-3.127, 2.659, 1.431], [-6.050, -1.286, 1.006], [-7.802, -0.692, 1.176], [-6.605, -0.464, 2.571], [-6.035, 4.161, -0.497], [-7.301, 2.974, -0.135], [-6.858, 3.442, -1.852], [-2.680, 2.853, 0.479], [-2.523, 1.941, 1.994], [-3.097, 3.585, 2.014], [-3.141, 2.313, -3.094], [-2.294, 2.959, -2.068], [-1.247, 4.095, -2.213], [-0.949, 4.259, -3.633], [-0.004, 3.838, -1.221], [1.087, 2.954, -1.565], [-1.864, 5.368, -1.449], [-3.067, 5.742, -1.959], [-3.316, 1.283, -2.758], [-2.696, 2.432, -4.092], [-4.157, 2.753, -3.052], [1.880, 3.010, -0.806], [1.375, 3.236, -2.568], [0.729, 1.920, -1.513], [-3.169, 6.742, -1.626], [-3.848, 5.146, -1.567], [-3.141, 5.690, -3.064], [-1.954, -5.863, -3.159], [-1.003, -4.881, -3.601], [-0.696, -3.660, -2.707], [-0.176, -4.010, -1.380], [-2.154, -2.935, -2.702], [-2.318, -1.656, -2.014], [0.185, -2.775, -3.622], [-0.304, -1.879, -4.622], [-2.213, -5.628, -2.059], [-1.418, -6.810, -3.146], [-2.838, -5.966, -3.829], [-1.398, -1.020, -1.910], [-2.708, -1.721, -1.006], [-3.053, -1.187, -2.665], [-1.418, -1.901, -4.613], [0.070, -2.217, -5.615], [0.011, -0.806, -4.488], [-0.117, 5.948, 5.123], [0.194, 4.975, 4.286], [-0.092, 5.193, 2.924], [-0.074, 4.127, 2.105], [0.407, 2.955, 2.550], [0.875, 2.770, 3.846], [0.665, 3.770, 4.801], [-0.518, 6.158, 2.677], [-0.462, 4.210, 1.137], [0.460, 2.091, 1.859], [1.422, 1.876, 4.108], [0.966, 3.699, 5.849], [-1.438, -3.986, 6.020], [-1.852, -3.767, 4.777], [-2.509, -2.532, 4.482], [-2.985, -2.335, 3.214], [-2.630, -3.255, 2.173], [-2.045, -4.479, 2.502], [-1.654, -4.747, 3.826], [-2.676, -1.781, 5.276], [-3.542, -1.464, 2.866], [-3.119, -3.111, 1.162], [-2.063, -5.198, 1.754], [-1.236, -5.733, 4.167], [4.167, 0.378, -5.405], [3.267, 1.033, -6.203], [3.287, 0.785, -7.590], [2.421, 1.521, -8.404], [1.454, 2.368, -7.814], [1.412, 2.523, -6.437], [2.296, 1.832, -5.635], [3.829, -0.107, -7.923], [2.433, 1.458, -9.528], [0.832, 2.989, -8.489], [0.678, 3.177, -5.949], [2.184, 1.832, -4.566], [4.108, 2.749, 4.629], [4.155, 2.833, 3.255], [4.101, 1.609, 2.583], [4.260, 1.622, 1.194], [4.537, 2.819, 0.567], [4.588, 4.034, 1.239], [4.391, 4.057, 2.624], [3.829, 0.749, 3.188], [4.075, 0.623, 0.657], [4.776, 2.733, -0.477], [4.818, 4.910, 0.595], [4.478, 4.999, 3.207], [-0.677, 0.435, 4.926], [0.049, -0.484, 5.504], [0.392, -0.365, 6.829], [1.235, -1.360, 7.360], [1.800, -2.320, 6.564], [1.448, -2.354, 5.257], [0.545, -1.465, 4.703], [-0.051, 0.255, 7.576], [1.532, -1.282, 8.428], [2.455, -3.079, 6.921], [1.780, -3.055, 4.576], [0.453, -1.459, 3.598], [3.769, 1.110, -2.727], [4.186, -0.196, -2.764], [5.512, -0.461, -3.042], [5.936, -1.745, -2.871], [5.028, -2.718, -2.490], [3.693, -2.442, -2.386], [3.284, -1.131, -2.446], [6.108, 0.365, -3.407], [7.013, -2.002, -3.055], [5.384, -3.759, -2.467], [2.824, -3.171, -2.277], [2.269, -0.858, -2.182], [2.426, -4.862, 0.317], [1.624, -5.584, 1.418], [1.474, -5.154, 2.531], [0.962, -6.840, 1.028], [2.901, -3.959, 0.780], [1.791, -4.543, -0.468], [3.238, -5.465, -0.093], [1.635, -7.526, 0.537], [0.263, -6.666, 0.234], [0.357, -7.233, 1.883], [-0.938, -0.193, 1.056], [0.395, -0.319, 0.459], [0.540, 0.118, -0.697], [1.541, -0.920, 1.215], [-1.570, -1.146, 1.063], [-1.512, 0.578, 0.531], [-0.823, 0.064, 2.138], [1.487, -1.972, 1.433], [1.636, -0.294, 2.147], [2.448, -0.669, 0.692]],
  "forces_ev_per_a": [[-0.2, 0.6, -0.7], [-0.3, 0.0, 0.4], [0.3, 0.4, -0.4], [-0.3, 0.5, 0.3], [0.0, 0.4, 0.1], [0.2, -0.8, 0.5], [0.0, -0.3, -0.4], [-0.1, 0.2, 1.4], [-0.5, 0.2, 0.5], [1.1, -0.3, 0.5], [-0.1, -0.3, -0.6], [0.4, 0.0, 0.2], [0.1, 0.1, -0.5], [-0.2, -0.3, 0.1], [0.0, -0.1, -0.9], [-0.2, -0.1, -0.2], [-0.2, -0.1, -0.2], [-0.2, 0.6, 0.7], [-1.5, -1.5, 0.6], [1.8, 0.3, 0.2], [0.5, 0.5, -0.5], [-1.5, 0.3, -0.1], [-0.7, -0.6, 0.0], [2.8, -2.0, 0.3], [-1.5, 1.0, -1.5], [0.6, 0.2, -0.2], [0.0, -0.2, 0.5], [0.7, 0.2, -0.1], [-0.3, 0.6, -0.3], [0.6, -0.2, -0.1], [0.1, 0.4, -0.4], [-0.7, 1.1, 0.0], [-1.0, -0.7, 0.5], [0.3, 0.2, 0.4], [-0.1, -0.2, 1.8], [-0.7, -1.1, -1.3], [-2.0, 0.9, 1.1], [0.3, 0.4, -0.2], [1.3, 0.0, 0.9], [0.3, 0.4, -0.6], [1.2, 1.0, 0.0], [-0.8, 0.6, -1.1], [-0.1, -0.4, -1.8], [-0.1, -0.1, -0.1], [0.7, 0.6, 0.5], [-0.5, -0.8, -0.6], [-0.3, -0.6, 0.0], [0.0, 0.5, 0.4], [0.8, 0.0, -0.2], [-0.3, 0.2, 0.8], [0.0, -1.2, 0.4], [0.1, 1.1, 0.9], [-0.2, -0.9, -1.1], [-0.6, 1.3, 2.7], [-0.3, 0.4, -0.7], [1.2, -3.2, 0.1], [-0.2, 0.5, 0.3], [0.6, 0.5, -0.8], [0.1, 0.0, -0.2], [-0.3, 0.1, -1.5], [0.1, 0.6, 0.4], [-0.3, -0.2, 0.1], [-0.2, -0.1, -0.4], [0.1, 0.0, 0.6], [-0.7, 1.2, -1.1], [0.2, -0.6, 1.2], [1.0, -0.5, -2.2], [-1.7, -0.1, 0.4], [-0.6, 1.8, 1.3], [0.2, -0.7, 0.2], [0.1, -0.7, -0.4], [0.2, 0.0, 0.6], [1.0, -0.2, 1.2], [0.6, -1.4, -1.1], [-0.4, 1.2, -0.6], [-0.8, 0.4, -0.8], [-0.2, -0.6, -0.9], [-0.2, -0.3, 0.7], [-0.7, 0.2, -0.4], [0.8, 0.5, -1.0], [-0.7, 0.3, -0.1], [0.5, -0.4, 0.5], [0.3, 0.8, -0.2], [0.1, -0.3, 1.4], [0.3, -0.6, 0.6], [0.2, -0.3, -0.3], [0.2, 0.3, 0.3], [-0.2, 0.5, -0.9], [0.8, -0.4, 0.3], [-0.6, 1.1, 0.1], [-0.8, -1.9, 0.7], [0.2, -0.4, -0.6], [0.2, -0.1, -0.4], [0.1, 0.4, 0.4], [0.3, -0.1, -0.3], [0.7, 1.9, 0.5], [-0.2, 0.4, -0.4], [-0.2, -0.4, 1.0], [-0.2, -0.9, -0.4], [-1.7, 1.6, -0.7], [0.7, 0.0, 0.4], [0.5, -1.9, 1.1], [0.3, 1.2, 1.1], [0.0, -0.3, 0.5], [-1.3, 0.8, -0.9], [1.2, -0.3, -1.1], [-0.3, 0.9, -0.3], [-0.4, -0.1, -0.8], [0.5, -0.3, 0.5], [1.1, -1.7, -1.0], [-0.5, 0.0, 1.0], [0.3, -0.3, -0.2], [0.6, 1.9, 0.3], [-0.3, 1.1, -0.1], [1.7, -0.4, -0.1], [0.6, -2.0, -0.7], [-1.9, -1.0, 0.4], [-1.5, -0.3, 0.5], [0.3, -0.1, 0.1], [-1.2, 0.2, 0.2], [-0.2, 0.5, 0.2], [1.7, 0.5, 0.1], [0.0, 0.1, -0.2], [1.1, 0.6, 2.1], [0.4, 0.4, -1.1], [0.3, 0.7, 0.6], [-1.1, -0.8, 0.4], [-0.4, -0.7, -0.4], [-0.8, 0.2, -0.8], [-0.2, -0.2, 0.0], [0.4, -0.5, 0.4], [-0.6, 0.6, -0.6], [0.9, -0.1, -0.7], [-1.5, -0.6, 1.7], [0.2, 0.0, -2.7], [0.3, -1.0, 1.7], [0.3, 1.9, 0.9], [1.1, 1.0, -0.2], [0.2, -0.3, 0.1], [-0.3, -0.1, -0.7], [-0.3, -0.4, 0.2], [-0.2, -0.9, -0.4], [0.3, -0.4, -0.5]],
  "total_charge": 0,
  "max_force_ev_per_a": 3.43,
  "gap_ev": 9.290,
  "spin_multiplicity": 1,
  "e_tot_ev": -126846.9543,
  "homo_energy_ev": -8.8
}